No. 1
The following is a quantum chemistry calculation of a gas-phase ion, C12H14NO2 (charge -1) in a non-equilibrium geometry, from OMol25.

Computed properties:
**SMILES**: CC1(C)c2ccccc2N[C@@]1(C)C(=O)[O-]
**Gap between HOMO and LUMO**: 7.3 eV
**Calculated total energy**: -670.92876 a.u.
**Energy above the lowest of the compared OMol25 structures with the same formula, charge and spin**: 40.3 kcal/mol
**Largest force on an atom**: 4.760 eV/Å
**LUMO level**: 3.44 eV

```
! RIJCOSX wB97M-V def2-TZVPD def2/J DEFGRID3
* xyz -1 1
C 0.690 -2.141 -0.199
C 0.493 -0.663 0.288
C 0.914 -0.603 1.770
C -0.928 -0.191 0.092
C -2.147 -0.797 0.138
C -3.298 0.008 0.172
C -3.204 1.377 0.038
C -2.030 2.043 -0.147
C -0.873 1.241 -0.064
N 0.407 1.594 -0.434
C 1.256 0.443 -0.438
C 1.578 -0.044 -1.942
C 2.729 0.725 0.288
O 2.891 1.906 0.616
O 3.357 -0.289 0.548
H 1.769 -2.450 -0.103
H 0.175 -2.412 -1.023
H 0.091 -2.609 0.577
H 1.845 -1.139 1.940
H 0.238 -1.379 2.344
H 0.913 0.345 2.268
H -2.192 -1.762 0.412
H -4.331 -0.378 -0.023
H -4.100 1.891 -0.175
H -1.898 3.119 -0.161
H 0.846 2.506 -0.227
H 0.626 -0.583 -2.240
H 2.467 -0.726 -1.839
H 1.714 0.969 -2.478
*
```

Results of the Mulliken charge analysis, in e, for atoms 1 through 2: -2.170 2.029

=====

No. 2
The following is a quantum chemistry calculation of C6H10O in the gas phase, from OMol25.

Computed properties:
**SMILES**: C[C@H]1O[C@H]2CC[C@H]21
**Gap between HOMO and LUMO**: 10.5 eV
**Calculated total energy**: -309.79381 a.u.
**Energy above the lowest of the compared OMol25 structures with the same formula, charge and spin**: 30.5 kcal/mol
**Largest force on an atom**: 0.370 eV/Å
**LUMO level**: 1.14 eV

```
! RIJCOSX wB97M-V def2-TZVPD def2/J DEFGRID3
* xyz 0 1
C 1.914 0.840 -0.181
C 1.169 -0.452 0.067
O 0.558 -0.514 1.376
C -0.684 -0.971 0.819
C -1.710 0.161 0.659
C -1.151 0.442 -0.763
C -0.173 -0.747 -0.620
H 1.262 1.708 -0.045
H 2.748 0.930 0.522
H 2.319 0.857 -1.199
H 1.858 -1.302 -0.054
H -1.005 -1.932 1.234
H -1.601 0.957 1.401
H -2.747 -0.188 0.655
H -1.891 0.292 -1.554
H -0.690 1.423 -0.913
H -0.175 -1.505 -1.404
*
```

Results of the Mulliken charge analysis, in e, for atoms 1 through 2: -1.394 0.178

=====

- What is the energy above the lowest of the compared OMol25 structures with the same formula, charge and spin in the second record?
  30.5 kcal/mol

=====

- Which of these has the highest energy above the lowest of the compared OMol25 structures with the same formula, charge and spin?
  C12H14NO2

=====

- What is the gap between HOMO and LUMO in the second record?
  10.5 eV

=====

What did the first record say?
The following is a quantum chemistry calculation of a gas-phase ion, C12H14NO2 (charge -1) in a non-equilibrium geometry, from OMol25.

Computed properties:
**SMILES**: CC1(C)c2ccccc2N[C@@]1(C)C(=O)[O-]
**Gap between HOMO and LUMO**: 7.3 eV
**Calculated total energy**: -670.92876 a.u.
**Energy above the lowest of the compared OMol25 structures with the same formula, charge and spin**: 40.3 kcal/mol
**Largest force on an atom**: 4.760 eV/Å
**LUMO level**: 3.44 eV

```
! RIJCOSX wB97M-V def2-TZVPD def2/J DEFGRID3
* xyz -1 1
C 0.690 -2.141 -0.199
C 0.493 -0.663 0.288
C 0.914 -0.603 1.770
C -0.928 -0.191 0.092
C -2.147 -0.797 0.138
C -3.298 0.008 0.172
C -3.204 1.377 0.038
C -2.030 2.043 -0.147
C -0.873 1.241 -0.064
N 0.407 1.594 -0.434
C 1.256 0.443 -0.438
C 1.578 -0.044 -1.942
C 2.729 0.725 0.288
O 2.891 1.906 0.616
O 3.357 -0.289 0.548
H 1.769 -2.450 -0.103
H 0.175 -2.412 -1.023
H 0.091 -2.609 0.577
H 1.845 -1.139 1.940
H 0.238 -1.379 2.344
H 0.913 0.345 2.268
H -2.192 -1.762 0.412
H -4.331 -0.378 -0.023
H -4.100 1.891 -0.175
H -1.898 3.119 -0.161
H 0.846 2.506 -0.227
H 0.626 -0.583 -2.240
H 2.467 -0.726 -1.839
H 1.714 0.969 -2.478
*
```

Results of the Mulliken charge analysis, in e, for atoms 1 through 2: -2.170 2.029